The following is a quantum chemistry calculation of C4H10O as an isolated structure at a distorted geometry, from the OMol25 dataset.

Geometry as XYZ:
```
15
Properties=species:S:1:pos:R:3
C -0.757 -0.863 1.656
C -0.678 -0.604 0.181
C -0.363 0.695 -0.206
C -0.089 1.155 -1.618
H -0.689 -1.919 1.937
H 0.124 -0.501 2.202
H -1.682 -0.527 2.121
H -0.852 -1.423 -0.511
H -0.611 1.472 0.509
H -1.005 1.346 -2.175
H 0.537 2.032 -1.655
H 0.408 0.342 -2.158
H 0.624 -0.149 0.088
H 2.689 -0.977 -0.308
O 2.345 -0.079 -0.063
```

The calculation puts the orbital gap (alpha / beta) at 11.8 / 9.2 eV. The calculation puts the maximum force at 2.1 eV/Å. Its spin multiplicity is 2. As for the expectation value of S²: 0.75. As for the net charge: +1. Its total energy is -6345.8774 eV.